1.
Density functional theory data (the ωB97M-V functional and the def2-TZVPD basis) for a structure of composition C22H24AsN7O6SSeW at a distorted geometry.

Net charge: +2
Calculated total energy (eV): -184749.0291

The geometry in XYZ format:
```
63
Properties=species:S:1:pos:R:3:forces:R:3:nbo_charge:R:1
W 0.474 0.202 0.799 -1.77 2.24 2.23 1.6730
O 0.745 -0.786 3.258 -0.25 -0.12 -0.71 -0.9917
As 1.979 -1.453 2.076 0.08 -1.21 1.69 1.7651
O 3.328 -1.657 2.942 0.44 0.27 -0.56 -1.0068
O 0.536 1.634 1.706 0.12 -0.84 -0.48 -0.5455
C 1.145 -3.233 1.868 -0.26 0.25 -0.77 -0.3555
C 1.730 -4.274 2.550 0.12 0.02 -0.04 -0.1759
C 1.187 -5.560 2.450 0.02 0.02 0.04 -0.1249
C 0.085 -5.811 1.653 -0.01 -0.04 -0.04 -0.1839
C -0.521 -4.779 0.945 -0.06 0.10 0.00 -0.1487
C 0.015 -3.508 1.063 0.25 0.01 0.52 -0.3354
S -0.731 -2.183 0.257 0.22 0.10 -0.89 2.3727
O -1.862 -2.463 -0.538 -0.25 -0.33 0.44 -0.8278
O -0.952 -1.093 1.367 0.44 -0.30 -0.73 -0.8643
O 0.376 -1.478 -0.512 -0.48 -0.48 -0.12 -0.9732
H 1.192 -0.614 4.103 0.15 0.37 -0.13 0.5337
H 2.611 -4.076 3.150 0.01 -0.06 0.02 0.2708
H 1.643 -6.370 3.001 0.01 0.01 0.00 0.2512
H -0.314 -6.813 1.576 0.00 0.00 0.01 0.2525
H -1.383 -4.950 0.314 -0.02 -0.02 0.04 0.2574
C 2.108 3.768 -1.844 0.08 0.03 0.06 -0.4149
N 2.070 2.594 -2.720 -0.26 0.06 -0.21 -0.3066
C 2.385 2.602 -4.051 -0.11 0.10 0.00 -0.0285
C 2.348 1.314 -4.479 -0.16 -0.07 -0.02 -0.0196
N 2.013 0.540 -3.401 -0.29 -0.07 -0.19 -0.3134
C 1.882 -0.918 -3.429 0.18 -0.13 0.01 -0.4252
C 1.815 1.328 -2.332 1.60 0.05 0.78 0.2390
Se 2.484 0.872 -0.553 -0.29 -0.18 -0.76 0.1115
H 1.769 4.640 -2.395 -0.04 -0.05 -0.06 0.2455
H 3.125 3.931 -1.493 0.02 -0.01 -0.04 0.2442
H 1.468 3.596 -0.985 -0.07 0.01 -0.04 0.2339
H 2.596 3.510 -4.590 -0.03 0.01 0.02 0.2668
H 2.514 0.896 -5.457 -0.05 0.00 0.00 0.2647
H 1.288 -1.213 -4.291 -0.04 0.07 0.00 0.2405
H 1.400 -1.251 -2.516 -0.02 0.03 0.00 0.2460
H 2.866 -1.376 -3.501 0.03 0.05 0.00 0.2450
C -2.395 1.950 1.563 0.12 0.04 -0.01 -0.6790
C -2.116 1.774 0.113 0.04 -0.02 0.04 0.4544
N -1.194 0.955 -0.438 0.60 0.43 -0.01 -0.6101
C -1.316 1.091 -1.813 0.19 -0.21 -0.03 -0.0691
C -2.284 1.987 -2.083 0.02 0.06 -0.08 -0.0474
N -2.775 2.406 -0.862 0.00 -0.09 -0.01 -0.3057
C -3.828 3.432 -0.669 -0.13 0.15 0.05 -0.0353
N -4.525 3.675 -1.872 0.00 -0.05 -0.08 -0.2627
N -4.389 4.889 -2.506 0.06 -0.07 -0.01 -0.0097
N -5.102 4.889 -3.550 -0.08 -0.02 -0.03 -0.1596
C -5.749 3.665 -3.665 0.14 0.03 0.06 0.0272
C -6.619 3.180 -4.643 0.01 0.07 -0.04 -0.1615
C -7.065 1.887 -4.499 -0.02 -0.02 0.02 -0.2132
C -6.672 1.089 -3.405 0.02 0.03 -0.03 -0.1658
C -5.817 1.557 -2.431 0.02 0.01 0.06 -0.2717
C -5.371 2.871 -2.587 -0.12 -0.08 0.02 0.1400
H -2.062 1.082 2.124 -0.07 -0.03 0.04 0.2505
H -3.461 2.077 1.747 -0.01 0.00 -0.05 0.2600
H -1.871 2.822 1.959 -0.02 0.03 -0.01 0.2703
H -0.725 0.510 -2.497 -0.01 -0.04 0.01 0.2341
H -2.669 2.346 -3.021 -0.07 0.01 0.04 0.2685
H -3.365 4.371 -0.368 0.02 0.00 -0.01 0.2549
H -4.503 3.098 0.120 0.04 -0.14 -0.01 0.2256
H -6.923 3.804 -5.472 0.02 -0.02 -0.01 0.2483
H -7.732 1.466 -5.238 -0.02 0.01 0.02 0.2373
H -7.056 0.080 -3.330 0.01 0.00 -0.01 0.2317
H -5.517 0.934 -1.597 -0.04 0.01 0.01 0.2166
```
Positions in Å, forces in eV/Å.



2.
Density functional theory data (the ωB97M-V functional and the def2-TZVPD basis) for the ion C36H37O5 with charge -1 at a distorted geometry.

SMILES string: CCCCC(C(=O)OCC)(C(=O)OCC)[C@H](c1ccccc1)c1cc(-c2ccccc2)c([O-])c(-c2ccccc2)c1
Net charge: -1
Calculated total energy (eV): -48169.5173

The geometry in XYZ format:
```
78
Properties=species:S:1:pos:R:3:forces:R:3:lowdin_charge:R:1
C -3.281 -3.110 2.572 0.03 -0.22 0.12 -0.1126
C -1.873 -2.637 2.922 -0.13 0.54 -0.08 -0.2539
C -1.090 -2.237 1.660 0.05 0.07 -0.08 -0.1759
C 0.397 -1.962 1.934 -0.62 -0.33 -1.54 -0.1398
C 0.646 -0.688 2.654 2.25 1.11 1.06 -0.1277
C 1.540 0.405 2.079 -0.49 1.35 -0.09 -0.4063
O 1.317 1.599 2.294 -0.25 -1.81 0.71 0.0680
O 2.605 0.107 1.298 -0.30 1.24 0.13 0.0116
C 3.177 1.422 0.882 0.54 -0.36 -0.06 -0.2088
C 4.212 1.129 -0.151 -0.08 -0.25 -0.83 -0.0804
C -0.549 0.144 3.153 -0.33 0.48 1.11 -0.4178
O -0.856 0.139 4.325 -0.56 0.14 -0.91 0.0798
O -1.210 0.932 2.246 -0.15 -0.57 0.23 -0.0162
C -2.267 1.770 2.801 0.16 -0.21 0.06 -0.2070
C -3.206 2.263 1.716 -0.23 -0.03 -0.57 -0.0845
H -3.767 -3.588 3.435 -0.06 0.37 -0.19 0.0704
H -3.843 -2.221 2.235 -0.07 -0.51 0.16 0.0751
H -3.293 -3.848 1.768 0.08 0.03 -0.07 0.0637
H -2.046 -1.757 3.550 0.32 -0.08 -0.03 0.0938
H -1.275 -3.297 3.554 -0.21 -0.46 -0.21 0.1050
H -1.185 -3.027 0.891 0.00 0.28 0.33 0.1174
H -1.555 -1.318 1.280 0.01 -0.29 -0.33 0.1079
H 0.812 -2.796 2.502 -0.05 -0.03 -0.17 0.0967
H 0.996 -1.899 1.021 -0.28 -0.33 -0.23 0.1293
H 2.374 2.078 0.503 0.48 -0.46 0.23 0.1295
H 3.667 1.911 1.734 -0.52 -0.24 0.08 0.1260
H 4.821 2.003 -0.399 -0.03 -0.10 0.28 0.0816
H 4.828 0.290 0.140 0.41 -0.04 0.20 0.0705
H 3.718 0.830 -1.067 -0.08 -0.14 -0.39 0.0710
H -2.849 1.146 3.490 0.32 0.39 0.19 0.1191
H -1.823 2.643 3.313 0.05 -0.64 0.00 0.1335
H -3.801 3.120 2.114 0.36 -0.71 -0.30 0.0839
H -2.683 2.598 0.803 -0.04 -0.01 0.49 0.0783
H -3.888 1.452 1.402 0.18 0.43 0.15 0.0735
C 2.040 -8.345 7.252 -0.13 0.27 -0.29 -0.1269
C 1.014 -7.516 6.793 0.15 -0.03 -0.05 -0.1187
C 1.263 -6.433 5.958 0.31 -0.28 -0.13 -0.0438
C 2.590 -6.122 5.590 -0.38 -0.78 0.34 -0.1735
C 2.914 -4.866 4.949 0.14 1.14 -0.36 -0.1191
C 1.947 -3.930 4.556 0.41 0.77 0.27 0.0132
C 2.335 -2.651 4.052 -0.13 -0.11 -1.04 -0.2166
C 1.458 -1.422 4.141 -1.56 0.58 -1.04 -0.0690
C 1.987 -0.305 4.995 0.17 1.01 0.29 -0.1591
C 3.247 0.280 4.697 -0.72 -0.49 0.59 -0.0242
C 3.758 1.329 5.473 -0.06 -0.38 -0.48 -0.0916
C 2.986 1.872 6.499 -0.65 -0.12 0.08 -0.1087
C 1.682 1.364 6.765 0.93 0.02 -0.41 -0.0781
C 1.202 0.263 6.031 0.53 0.26 0.42 -0.0348
C 3.660 -2.572 3.523 0.81 -0.50 0.85 -0.0092
C 4.691 -3.379 4.022 -1.26 -0.47 0.88 -0.0841
C 6.117 -3.263 3.710 0.90 -0.02 -0.56 -0.1490
C 6.547 -2.273 2.804 0.27 -0.08 -0.11 -0.0486
C 7.861 -2.249 2.328 0.21 -0.15 0.12 -0.1152
C 8.818 -3.174 2.768 -0.38 -0.28 0.03 -0.1260
C 8.431 -4.129 3.725 -0.15 0.47 -0.24 -0.1061
C 7.123 -4.159 4.203 -0.41 0.13 -0.19 -0.0214
C 4.292 -4.356 5.085 -0.27 0.75 -0.18 -0.3403
O 5.023 -4.644 6.050 -0.07 -0.24 -0.65 -0.0090
C 3.600 -7.067 5.907 -0.69 0.03 -0.01 -0.0303
C 3.322 -8.138 6.749 0.23 0.03 -0.16 -0.1058
H 1.830 -9.158 7.940 0.02 0.07 -0.08 0.0842
H -0.003 -7.706 7.093 -0.25 -0.12 0.11 0.0837
H 0.420 -5.858 5.540 0.54 -0.23 0.57 0.0974
H 0.871 -4.135 4.723 0.74 0.26 -0.05 0.1015
H 0.404 -1.661 4.334 0.75 -0.53 1.44 0.1159
H 3.828 -0.172 3.886 -0.10 0.40 0.42 0.0979
H 4.772 1.694 5.228 -0.69 -0.06 0.34 0.1038
H 3.405 2.698 7.086 -0.32 -0.30 -0.16 0.0895
H 1.057 1.846 7.540 0.44 -0.46 -0.47 0.0971
H 0.214 -0.143 6.298 0.75 0.16 -0.36 0.1114
H 3.878 -1.854 2.729 -0.09 0.05 0.42 0.0935
H 5.833 -1.522 2.433 0.43 -0.45 0.16 0.0941
H 8.148 -1.509 1.581 -0.08 -0.08 0.17 0.0879
H 9.826 -3.203 2.340 -0.38 0.18 0.22 0.0868
H 9.154 -4.864 4.099 -0.28 0.31 -0.14 0.0945
H 6.863 -4.900 4.961 -0.06 0.37 -0.36 0.0972
H 4.586 -6.968 5.458 -0.17 0.19 0.38 0.1107
H 4.137 -8.814 7.013 -0.22 0.08 -0.04 0.0941
```
Positions in Å, forces in eV/Å.



3.
Density functional theory data (the ωB97M-V functional and the def2-TZVPD basis) for the ion C5H12N2O with charge +1 at a distorted geometry.

Net charge: +1
Spin multiplicity: 2
<S²>: 0.755
Calculated total energy (eV): -10396.7539

The geometry in XYZ format:
```
20
Properties=species:S:1:pos:R:3:forces:R:3:mulliken_spin:R:1
N -2.008 -0.059 0.804 1.35 -1.35 -2.30 0.0034
C -0.787 -0.902 0.679 0.36 1.69 0.67 -0.0109
C -0.402 -1.666 2.012 -0.55 1.24 -3.01 0.0037
C 0.389 0.100 0.306 -4.39 -3.74 1.18 -0.0059
N 0.451 0.440 -1.143 2.92 3.11 2.53 0.7518
C -0.034 1.818 -1.398 1.63 -1.33 1.00 0.0224
C 1.785 0.160 -1.639 0.73 -3.03 -0.43 0.0105
O 1.105 0.515 1.123 1.98 1.69 -0.15 0.0875
H -2.021 0.754 1.372 0.27 0.14 0.91 0.0003
H -2.720 -0.726 0.965 -1.33 0.05 0.41 0.0005
H -0.866 -1.564 -0.228 -0.29 0.32 0.98 -0.0009
H 0.609 -1.814 1.814 1.90 -1.35 0.44 -0.0003
H -0.998 -2.523 2.135 -0.44 -1.28 -0.07 0.0006
H -0.483 -1.088 2.877 -0.26 1.33 1.13 0.0005
H -0.794 2.109 -0.782 -2.49 -0.05 1.62 -0.0002
H -0.322 1.805 -2.363 -0.98 0.47 -3.44 0.0123
H 0.688 2.593 -1.200 1.20 -0.17 -0.25 0.0378
H 2.701 0.666 -1.168 -1.74 -0.09 -0.24 0.0595
H 2.002 -0.998 -1.476 -0.51 2.31 -0.45 0.0182
H 1.705 0.379 -2.690 0.64 0.04 -0.54 0.0092
```
Positions in Å, forces in eV/Å.



4.
Density functional theory data (the ωB97M-V functional and the def2-TZVPD basis) for the molecule C22H25N3O6S at a distorted geometry.

SMILES string: CCOCCCNC(=O)c1c[nH]c2ccc(S(=O)(=O)Nc3cccc(OC)c3)cc2c1=O
Calculated total energy (eV): -50810.6763

The geometry in XYZ format:
```
57
Properties=species:S:1:pos:R:3:forces:R:3:nbo_charge:R:1
C -0.657 4.727 -2.242 0.37 -0.17 -0.23 -0.6416
C 0.648 4.661 -3.034 -0.16 0.25 0.07 -0.0532
O 1.326 3.431 -2.932 0.18 -0.17 -0.04 -0.5482
C 0.671 2.339 -3.549 0.10 -0.21 0.07 -0.0669
C 1.697 1.242 -3.823 -0.33 0.16 -0.04 -0.4180
H 2.360 1.562 -4.627 0.07 0.03 -0.01 0.2084
H 2.300 1.096 -2.926 0.08 -0.01 0.01 0.2103
C 1.017 -0.077 -4.202 0.05 0.29 -0.15 -0.2262
N 0.470 -0.744 -3.047 0.31 -0.05 0.09 -0.6129
C -0.823 -0.683 -2.702 -0.02 -0.23 0.23 0.6681
O -1.689 -0.122 -3.358 -0.25 0.19 -0.20 -0.6691
C -1.161 -1.367 -1.409 -0.02 0.06 -0.03 -0.3142
C -2.470 -1.334 -1.040 0.20 0.06 -0.19 0.1363
N -2.933 -1.853 0.114 -0.35 0.08 -0.10 -0.5368
C -2.086 -2.418 1.029 0.59 -0.24 0.33 0.2743
C -2.555 -2.853 2.275 0.06 -0.07 0.02 -0.2577
C -1.665 -3.313 3.218 -0.21 -0.02 -0.09 -0.1490
C -0.314 -3.404 2.906 0.44 -0.18 0.36 -0.3508
C 0.151 -3.056 1.663 -0.17 -0.15 -0.12 -0.0999
C -0.722 -2.528 0.710 -0.15 -0.12 0.22 -0.2006
C -0.176 -2.016 -0.559 -0.30 0.01 0.03 0.5271
O 1.018 -2.128 -0.822 0.17 -0.07 0.10 -0.6187
H 1.194 -3.151 1.405 0.13 0.11 -0.06 0.2538
S 0.880 -3.681 4.221 0.14 -0.11 -0.28 2.3098
O 1.735 -4.794 3.947 0.15 0.08 -0.26 -0.9266
O 0.180 -3.645 5.467 -0.20 0.28 -0.10 -0.9271
N 1.854 -2.310 4.066 -0.11 -0.82 0.16 -0.8376
C 1.228 -1.156 3.581 -0.36 1.01 -0.06 0.1520
C 0.055 -0.722 4.196 0.08 0.16 0.06 -0.2875
C -0.630 0.347 3.658 0.05 -0.16 0.01 -0.1696
C -0.177 0.997 2.520 0.02 0.24 -0.29 -0.3274
C 1.009 0.584 1.920 0.00 -0.11 0.11 0.3176
C 1.708 -0.496 2.462 0.08 0.05 0.09 -0.2638
H 2.615 -0.813 1.973 0.11 -0.11 -0.13 0.2232
O 1.550 1.130 0.803 0.14 -0.30 0.27 -0.4891
C 0.862 2.180 0.164 -0.07 0.20 -0.15 -0.2654
H 0.761 3.049 0.823 -0.02 -0.02 -0.02 0.1745
H -0.131 1.859 -0.169 0.00 0.01 0.01 0.1732
H 1.461 2.454 -0.703 -0.11 0.01 0.07 0.2253
H -0.747 1.819 2.119 -0.01 0.09 -0.06 0.2215
H -1.543 0.685 4.126 -0.08 0.03 0.05 0.2153
H -0.300 -1.240 5.071 -0.08 0.02 0.14 0.2389
H 2.719 -2.543 3.601 0.07 -0.18 -0.04 0.4145
H -1.983 -3.591 4.210 -0.13 0.03 0.11 0.2511
H -3.608 -2.782 2.501 -0.11 0.01 0.06 0.2165
H -3.917 -1.793 0.338 0.19 0.03 -0.10 0.4153
H -3.185 -0.862 -1.700 -0.03 0.01 0.01 0.2483
H 1.108 -1.193 -2.394 -0.22 -0.04 0.00 0.4388
H 1.742 -0.746 -4.673 -0.11 0.05 -0.03 0.2041
H 0.195 0.110 -4.898 0.13 -0.10 -0.03 0.2232
H -0.123 1.951 -2.897 -0.01 0.04 -0.10 0.1752
H 0.208 2.661 -4.492 -0.04 -0.03 0.05 0.1678
H 0.445 4.888 -4.092 0.08 0.00 0.09 0.1588
H 1.355 5.400 -2.648 -0.10 0.01 -0.11 0.1857
H -1.073 5.728 -2.316 -0.09 0.10 0.02 0.2155
H -1.383 4.020 -2.635 -0.13 -0.05 0.00 0.2106
H -0.472 4.496 -1.196 -0.02 0.00 0.15 0.2029
```
Positions in Å, forces in eV/Å.



5.
Density functional theory data (the ωB97M-V functional and the def2-TZVPD basis) for the molecule C3H4N2O2 at a distorted geometry.

SMILES string: N=C=CN(O)C=O
Calculated total energy (eV): -10245.5838

The geometry in XYZ format:
```
11
Properties=species:S:1:pos:R:3:forces:R:3:nbo_charge:R:1
C -0.356 1.412 -0.325 2.36 -0.28 -0.97 0.5100
C -0.598 -0.962 0.884 2.42 -1.98 -0.88 0.4575
C 0.517 0.507 -0.710 0.06 0.72 -1.12 -0.3590
O 1.286 -1.714 -0.544 -1.09 0.14 0.31 -0.5229
N 0.441 -0.692 -0.074 -1.54 -2.35 3.65 -0.1543
N -0.926 2.369 0.089 -1.91 2.23 -1.03 -0.7012
O -0.949 -2.107 1.128 0.46 0.71 -0.22 -0.5934
H 0.907 -2.500 -0.101 0.08 0.15 -0.20 0.4954
H -0.575 3.245 -0.317 -0.08 0.25 1.54 0.4343
H -0.884 -0.141 1.563 -0.19 0.39 -0.92 0.1608
H 1.138 0.584 -1.594 -0.58 0.02 -0.17 0.2726
```
Positions in Å, forces in eV/Å.